[1]
Density functional theory data (ωB97M-V/def2-TZVPD) for a single C4H6N2 molecule.

ΔE to the lowest compared entry with this formula, charge and spin	43.9	kcal per mole
HOMO	-10.22	eV
strongest force on any atom	1.75	eV/Å
SMILES	C[C@H]1N[C@H]1C#N

Cartesian coordinates (Å):
N  0.1761  -1.4046  -0.7314
N  2.3689  1.2038  -0.8497
C  0.9245  -0.6527  0.2708
C  1.7321  0.4171  -0.2887
C  -0.5560  -0.5153  0.1828
C  -1.1508  0.8143  -0.2620
H  -0.6063  1.1705  -1.1447
H  0.2210  -1.0008  -1.6572
H  1.4105  -1.1942  1.0807
H  -1.1398  -1.2824  0.6557
H  -2.2100  0.7055  -0.5075
H  -1.0693  1.6252  0.4766


[2]
Density functional theory data (ωB97M-V/def2-TZVPD) for a single C18H18ClFN2O molecule.

ΔE to the lowest compared entry with this formula, charge and spin	1.8	kcal per mole
HOMO	-7.88	eV
strongest force on any atom	0.45	eV/Å
SMILES	O=C(Cc1ccc(Cl)cc1)N1CCN(c2ccc(F)cc2)CC1

Cartesian coordinates (Å):
Cl  -7.7340  1.4988  0.5173
F  5.9661  3.1778  0.0667
O  -1.9626  -0.7436  1.4535
N  -0.2361  -1.2516  0.1063
N  2.5166  -1.1268  0.2037
C  -2.0481  0.1015  -0.8048
C  -6.0960  1.1005  0.1301
C  -5.8361  0.1073  -0.7988
C  1.8991  -1.6971  -0.9636
C  1.8131  -1.4234  1.4421
C  -3.7543  1.4582  0.4329
C  0.4763  -1.1536  -1.1524
C  -3.4712  0.4675  -0.4988
C  3.5712  0.6968  -1.0334
C  0.4240  -2.0018  1.1548
C  -5.0604  1.7785  0.7519
C  4.4486  1.7634  -1.0622
C  3.3497  -0.0281  0.1436
C  4.9151  1.4394  1.2753
C  -1.4311  -0.6627  0.3658
C  -4.5236  -0.2056  -1.1035
C  5.1108  2.1286  0.0933
C  4.0448  0.3691  1.2951
H  0.5325  -0.1046  -1.4633
H  3.9203  -0.1798  2.2141
H  4.6127  2.3178  -1.9728
H  1.8679  -2.7846  -0.8390
H  -0.2024  -1.9254  2.0454
H  -2.9447  1.9780  0.9217
H  1.6991  -0.4996  2.0180
H  -1.4529  1.0049  -0.9651
H  -2.0003  -0.5104  -1.7065
H  2.3796  -2.1432  2.0478
H  -5.2764  2.5455  1.4789
H  0.4898  -3.0570  0.8693
H  2.5008  -1.4920  -1.8472
H  3.0530  0.4470  -1.9455
H  5.4476  1.7365  2.1649
H  -0.0364  -1.7230  -1.9391
H  -6.6507  -0.4170  -1.2734
H  -4.3213  -0.9860  -1.8231


[3]
Density functional theory data (ωB97M-V/def2-TZVPD) for a gas-phase ion, C4H9N3 (charge +2).

ΔE to the lowest compared entry with this formula, charge and spin	13.6	kcal per mole
HOMO	-20.60	eV
charge	+2
strongest force on any atom	4.85	eV/Å
SMILES	C[C@@H]1[NH+]=CNC1=[NH2+]

Cartesian coordinates (Å):
N  -1.4092  0.9997  0.2229
N  -1.7843  -1.2984  0.0037
N  0.8264  1.3150  -0.1051
C  0.6920  -0.1079  -0.4017
C  -1.0232  -0.2828  0.0285
C  1.7275  -1.0850  0.2731
C  -0.3726  1.8353  -0.0186
H  -2.7881  -1.1267  0.3584
H  1.9092  -1.9894  -0.4269
H  -2.3817  1.3337  0.3043
H  1.5589  2.0439  -0.3373
H  -0.5684  2.8508  -0.0645
H  0.9737  -0.3719  -1.4822
H  1.5025  -1.4850  1.2723
H  2.5944  -0.4337  0.3339
H  -1.4570  -2.1979  0.0391


[4]
Density functional theory data (ωB97M-V/def2-TZVPD) for 2 unconnected molecules or ions with the total composition C3H7N3O.

ΔE to the lowest compared entry with this formula, charge and spin	59.7	kcal per mole
HOMO	-8.63	eV
strongest force on any atom	0.77	eV/Å

Cartesian coordinates (Å):
O  0.7936  0.0699  2.0650
N  -0.2995  2.2288  0.6522
N  -0.4257  1.1690  -1.5506
N  1.1608  -1.8949  1.2391
C  0.6127  -0.7025  0.9985
C  -0.4245  1.6400  -0.4388
C  -0.8188  -0.1532  -1.9898
H  -1.0636  2.8495  0.8943
H  1.1385  -2.5951  0.5173
H  -1.9021  -0.1951  -2.1452
H  -0.5223  -0.8794  -1.2246
H  0.4279  0.9495  1.8197
H  1.6492  -2.1140  2.1027
H  -0.3262  -0.3724  -2.9399


[5]
Density functional theory data (ωB97M-V/def2-TZVPD) for 2 unconnected molecules or ions with the total composition C2H5OS.

ΔE to the lowest compared entry with this formula, charge and spin	0.4	kcal per mole
HOMO	-2.76	eV
charge	-1
strongest force on any atom	0.30	eV/Å

Cartesian coordinates (Å):
S  2.1275  -0.3748  -0.3974
O  -2.5652  0.5078  -0.4359
C  -1.4760  0.0967  -0.1025
C  -0.8515  0.3828  1.2217
H  -1.5323  0.9569  1.8423
H  2.5833  -1.5791  -0.7796
H  -0.8928  -0.5334  -0.7975
H  -0.5899  -0.5703  1.7038
H  0.0894  0.9120  1.0779


[6]
Density functional theory data (ωB97M-V/def2-TZVPD) for a molecular structure, C33H41BBrCl2F2N3O11S2.

HOMO	-7.96	eV
strongest force on any atom	1.63	eV/Å

Cartesian coordinates (Å):
Br  -4.0237  2.5738  4.0140
Cl  -6.2149  -2.4244  0.4909
Cl  -3.6322  -4.8460  2.8069
S  8.8380  4.3969  -3.2743
S  7.1352  2.5145  -4.0624
F  6.9250  1.8477  -5.4922
F  7.5096  5.1932  -2.8672
O  9.2098  3.7395  -2.0624
O  -0.5384  -4.0878  -4.6119
O  -1.9062  0.5628  4.3117
O  -4.8664  -2.5298  4.7393
O  -2.3286  -5.3354  -4.1465
O  -3.1393  1.5911  2.7418
O  0.2167  3.7442  -1.1982
O  5.8858  3.1740  -3.8307
O  9.6874  5.4331  -3.7597
O  7.4467  1.3959  -3.2309
O  -6.9450  -2.0041  3.7679
N  -0.4844  3.5240  1.5475
N  8.3417  3.4615  -4.4421
N  -2.3084  -2.8093  0.6992
C  -2.4466  0.5349  3.2615
C  2.6029  5.4489  1.0006
C  3.5211  2.3666  -2.3029
C  -3.6042  -1.3575  2.0585
C  -3.5266  -2.4448  1.1984
C  0.0384  -0.2042  2.0949
C  0.6045  -1.4659  -0.6771
C  2.6039  1.6245  -3.0358
C  -4.8479  -4.6852  1.5027
C  1.3534  4.3297  -0.7154
C  -2.4275  -0.6498  2.3466
C  1.4183  4.8319  0.5875
C  0.0599  1.1678  1.3264
C  2.4721  4.4355  -1.5405
C  2.1340  0.3995  -2.5858
C  -1.1692  -2.1307  0.9664
C  2.1270  -1.4312  -0.8376
C  3.5362  0.6194  -0.6504
C  -1.9519  -3.6541  -1.6444
C  3.7121  5.5703  0.1731
C  -6.2279  -5.0340  2.0205
C  -0.9128  -4.5471  -2.3234
C  -4.8763  -0.8793  2.7290
C  -4.6967  -3.3085  0.7425
C  -1.2107  -4.6182  -3.8007
C  0.1640  -2.4928  0.3858
C  -2.1609  -4.0073  -0.1646
C  2.5985  -0.1107  -1.3740
C  0.2098  2.4110  2.2110
C  0.2892  4.7694  1.6006
C  3.6396  5.0469  -1.1084
C  -1.1998  -1.0126  1.7967
C  3.9870  1.8548  -1.0993
B  -5.5807  -1.8663  3.7718
H  2.5988  -1.6432  0.1206
H  -4.2643  -1.9097  5.1703
H  0.1859  -0.4841  -0.4864
H  4.4892  5.1076  -1.7719
H  -1.6625  -2.6107  -1.7085
H  0.2426  -3.4780  -0.0563
H  -4.5672  -5.4646  0.8042
H  0.4532  3.2209  -1.9702
H  -2.9016  -3.7630  -2.1649
H  0.0857  0.0154  3.1542
H  -3.0091  -4.6666  -0.0925
H  4.7153  2.4122  -0.5304
H  2.6536  5.8522  2.0028
H  -0.9710  -5.5660  -1.9401
H  1.4256  -0.1781  -3.1654
H  0.1825  -1.7969  -1.6249
H  0.8276  1.1464  0.5584
H  -4.4521  -3.5955  -0.2694
H  3.8797  3.3104  -2.6716
H  -0.8948  1.2827  0.8138
H  -7.3083  -2.3635  2.9533
H  -7.0165  -4.8136  1.3110
H  0.8687  -2.4836  1.2105
H  -4.6685  -0.0115  3.3440
H  -0.3988  5.5905  1.3897
H  -6.4170  -4.6136  3.0032
H  -5.5953  -0.5177  2.0071
H  4.5999  6.0515  0.5501
H  1.2544  2.7012  2.2944
H  -0.1928  2.2324  3.2075
H  0.7146  4.9429  2.5935
H  2.4163  -2.2514  -1.4976
H  3.9128  0.2394  0.2907
H  0.0961  -4.1591  -2.2467
H  -3.0316  -4.7287  -4.4048
H  -1.3391  -4.5783  0.2441
H  2.2509  2.0253  -3.9761
H  0.9485  -0.7345  1.8496
H  -1.3523  3.7261  2.0265
H  -6.2445  -6.1115  2.1705
H  2.4444  4.0403  -2.5472


> strongest force on any atom of number 5 (C2H5OS)?

0.30 eV/Å


> Which value of strongest force on any atom does entry 6 give?

1.63 eV/Å


> Which of these has the highest HOMO?

C2H5OS